Entry 1:
{"formula": "C19H33IN3O7P", "method": "the ωB97M-V functional and the def2-TZVPD basis", "homo_lumo_gap_ev": 3.5, "e_above_lowest_kcal_mol": 0.00, "e_lumo_ha": -0.073, "species": ["C", "C", "C", "C", "O", "C", "C", "C", "C", "C", "C", "N", "C", "C", "O", "C", "C", "C", "O", "I", "C", "C", "P", "O", "O", "O", "N", "N", "C", "C", "H", "H", "H", "H", "H", "H", "H", "H", "H", "H", "H", "H", "H", "H", "H", "H", "H", "H", "H", "H", "H", "H", "H", "H", "H", "H", "H", "H", "H", "H", "H", "H", "O", "H"], "positions_angstrom": [[1.08, -2.68, 3.42], [0.27, -2.48, 2.12], [0.61, -1.18, 1.40], [0.17, 0.04, 2.19], [0.81, 1.30, 1.78], [1.20, 1.40, 0.53], [0.30, 1.42, -0.58], [-1.18, 1.37, -0.34], [-1.91, 0.11, -0.86], [-3.09, -0.28, 0.05], [-4.43, 0.14, -0.57], [-5.53, 0.11, 0.41], [-6.28, -1.08, 0.43], [-5.58, -2.33, 0.89], [-7.45, -1.08, 0.13], [0.89, 1.50, -1.83], [0.10, 1.55, -3.11], [0.05, 2.96, -3.70], [0.32, 3.17, -4.82], [-0.53, 4.57, -2.40], [2.31, 1.55, -1.90], [3.02, 1.55, -3.22], [3.27, -0.12, -3.88], [3.20, -0.16, -5.34], [4.69, -0.58, -3.31], [2.13, -1.01, -3.17], [3.10, 1.59, -0.86], [2.51, 1.53, 0.34], [3.42, 1.62, 1.50], [3.77, 0.27, 2.11], [1.55, -3.66, 3.38], [1.81, -1.89, 3.58], [0.39, -2.71, 4.26], [0.51, -3.27, 1.41], [-0.80, -2.49, 2.33], [0.06, -1.21, 0.46], [1.66, -1.16, 1.14], [-0.91, 0.15, 2.15], [0.42, -0.09, 3.24], [-1.60, 2.23, -0.85], [-1.38, 1.54, 0.71], [-1.23, -0.73, -0.99], [-2.35, 0.32, -1.84], [-3.08, -1.34, 0.27], [-3.03, 0.23, 1.01], [-4.31, 1.17, -0.89], [-4.64, -0.48, -1.44], [-6.21, 0.82, 0.20], [-4.89, -2.67, 0.12], [-6.34, -3.09, 1.06], [-5.05, -2.14, 1.82], [-0.92, 1.25, -2.91], [0.53, 0.91, -3.88], [4.02, 1.95, -3.10], [2.52, 2.13, -3.98], [4.65, -1.44, -2.87], [2.45, -1.91, -3.00], [2.99, 2.28, 2.24], [4.31, 2.12, 1.14], [4.72, 0.31, 2.63], [3.76, -0.53, 1.37], [3.03, 0.04, 2.87], [2.92, -0.52, 5.05], [3.20, -0.88, 5.90]]}

***

Entry 2:
{"formula": "C19H33N4O2RuSe2", "method": "the ωB97M-V functional and the def2-TZVPD basis", "homo_lumo_gap_ev": [6.5, 6.9], "spin_multiplicity": 2, "e_lumo_ha": [-0.011, 0.003], "species": ["Ru", "N", "C", "C", "N", "C", "C", "N", "C", "C", "N", "H", "H", "H", "H", "H", "H", "H", "H", "H", "H", "H", "H", "H", "H", "H", "H", "H", "H", "O", "C", "C", "C", "O", "C", "Se", "C", "Se", "H", "H", "H", "H", "H", "H", "H", "H", "H", "H", "C", "C", "C", "C", "C", "C", "C", "C", "H", "H", "H", "H", "H"], "positions_angstrom": [[0.69, -0.25, 0.04], [-0.33, -1.01, -2.14], [-1.61, -1.70, -2.11], [-2.63, -0.87, -1.31], [-2.11, -0.36, -0.04], [-2.48, -1.23, 1.08], [-1.87, -2.63, 1.00], [-0.44, -2.52, 0.76], [-2.64, 0.97, 0.24], [-1.93, 2.05, -0.57], [-0.52, 2.05, -0.23], [-0.40, -0.14, -2.65], [0.39, -1.59, -2.56], [-1.45, -2.67, -1.64], [-2.02, -1.87, -3.12], [-3.54, -1.47, -1.15], [-2.91, -0.02, -1.94], [-3.58, -1.32, 1.15], [-2.10, -0.77, 1.99], [-2.34, -3.20, 0.19], [-2.10, -3.15, 1.94], [-0.05, -3.37, 0.36], [0.04, -2.37, 1.64], [-2.48, 1.18, 1.30], [-3.73, 1.00, 0.05], [-2.42, 3.02, -0.36], [-2.03, 1.86, -1.64], [-0.38, 2.33, 0.74], [0.02, 2.65, -0.83], [5.48, 0.59, 2.86], [4.83, -0.44, 3.57], [3.52, -0.81, 2.84], [2.91, -1.98, 3.65], [1.67, -2.42, 3.19], [2.69, 0.49, 2.83], [0.71, 0.47, 2.58], [3.94, -1.25, 1.44], [2.61, -2.25, 0.38], [6.31, 0.80, 3.31], [4.59, -0.11, 4.60], [5.47, -1.33, 3.64], [2.83, -1.67, 4.70], [3.58, -2.84, 3.58], [1.05, -1.67, 3.29], [3.07, 1.12, 2.03], [2.82, 1.01, 3.78], [4.80, -1.92, 1.52], [4.22, -0.38, 0.84], [2.09, 1.05, -1.04], [2.57, 1.97, -1.68], [3.10, 3.02, -2.47], [4.00, 2.76, -3.51], [4.45, 3.78, -4.32], [4.04, 5.08, -4.11], [3.15, 5.36, -3.08], [2.69, 4.35, -2.27], [4.32, 1.74, -3.68], [5.14, 3.56, -5.13], [4.39, 5.88, -4.75], [2.82, 6.38, -2.91], [2.00, 4.56, -1.46]]}

***

Entry 3:
{"formula": "C19H33N9O5P2PtS2", "method": "the ωB97M-V functional and the def2-TZVPD basis", "homo_lumo_gap_ev": 7.6, "e_above_lowest_kcal_mol": 0.00, "e_lumo_ha": 0.004, "species": ["Pt", "C", "N", "C", "P", "O", "O", "P", "O", "N", "C", "C", "N", "C", "C", "N", "C", "C", "H", "H", "H", "H", "H", "H", "H", "H", "H", "H", "H", "H", "H", "H", "H", "H", "H", "H", "H", "H", "H", "H", "H", "H", "N", "C", "C", "C", "C", "C", "C", "S", "O", "O", "N", "C", "N", "C", "C", "C", "N", "H", "H", "H", "H", "H", "H", "H", "H", "H", "S", "C", "N"], "positions_angstrom": [[0.20, -0.58, -1.64], [1.21, -1.32, 1.85], [0.89, 0.04, 2.28], [0.89, 0.24, 3.72], [0.19, 1.17, 1.33], [-0.14, 0.64, -0.02], [1.16, 2.43, 1.34], [2.48, 2.81, 0.45], [2.22, 3.22, -0.92], [3.04, 4.03, 1.42], [3.00, 4.06, 2.87], [3.97, 4.98, 0.82], [3.41, 1.45, 0.55], [4.15, 0.99, -0.62], [3.96, 1.02, 1.82], [-1.12, 1.82, 2.07], [-2.38, 1.10, 1.94], [-1.26, 3.23, 2.40], [2.18, -1.59, 2.25], [1.26, -1.37, 0.76], [0.46, -2.03, 2.19], [1.81, -0.17, 4.14], [0.03, -0.25, 4.20], [0.85, 1.30, 3.96], [2.27, 3.35, 3.25], [2.72, 5.06, 3.21], [3.98, 3.82, 3.31], [3.91, 4.92, -0.26], [5.00, 4.78, 1.14], [3.71, 5.99, 1.13], [3.66, 1.32, -1.53], [4.19, -0.10, -0.61], [5.18, 1.37, -0.62], [3.32, 1.32, 2.64], [4.96, 1.44, 1.98], [4.04, -0.07, 1.84], [-2.20, 0.04, 1.79], [-2.96, 1.49, 1.10], [-2.96, 1.23, 2.86], [-0.31, 3.68, 2.67], [-1.94, 3.32, 3.25], [-1.68, 3.80, 1.57], [-7.06, -2.77, -2.49], [-5.80, -2.83, -1.92], [-5.15, -1.65, -1.51], [-3.91, -1.71, -0.91], [-3.31, -2.95, -0.70], [-3.93, -4.12, -1.10], [-5.17, -4.06, -1.71], [-1.72, -3.00, 0.05], [-1.37, -4.37, 0.29], [-1.69, -2.06, 1.13], [-0.73, -2.36, -1.08], [-0.53, -2.91, -2.31], [0.23, -2.01, -3.00], [0.55, -2.23, -4.26], [0.14, -3.42, -4.85], [-0.63, -4.28, -4.07], [-0.98, -4.04, -2.81], [-7.32, -1.89, -2.90], [-7.34, -3.57, -3.03], [-5.63, -0.70, -1.67], [-3.41, -0.80, -0.59], [-3.43, -5.06, -0.95], [-5.66, -4.97, -2.02], [1.12, -1.47, -4.77], [0.39, -3.65, -5.87], [-0.99, -5.21, -4.49], [3.08, 1.96, -4.25], [1.90, 1.30, -3.37], [1.03, 0.83, -2.74]]}